<one>
Below is the molecule C20H27N3O2, with properties calculated with ωB97M-V/def2-TZVPD.

spin multiplicity	1
net charge	0
structure (SMILES)	O=C([C@@H]1CC(=O)N(C2CCCC2)C1)N1CCN(c2ccccc2)CC1
HOMO	-0.296	hartree
lowest unoccupied orbital energy	0.6	eV

CARTESIAN COORDINATES (ANGSTROEM)
O1 0.63 -2.20 -0.91
C1 0.56 -1.11 -1.44
N1 0.10 -0.97 -2.71
C2 -0.07 0.27 -3.43
H1 0.11 0.06 -4.48
C3 -1.53 0.78 -3.23
N2 -2.33 -0.26 -2.61
C4 -2.46 -0.28 -1.22
C5 -2.45 -1.46 -0.48
C6 -2.61 -1.44 0.90
C7 -2.78 -0.25 1.57
C8 -2.82 0.93 0.85
C9 -2.67 0.92 -0.52
H2 -2.74 1.85 -1.06
H3 -2.98 1.87 1.36
H4 -2.90 -0.24 2.65
H5 -2.58 -2.37 1.44
H6 -2.30 -2.41 -0.95
C10 -2.18 -1.50 -3.34
H7 -2.89 -2.23 -2.97
C11 -0.72 -2.03 -3.26
H8 -0.35 -2.31 -4.25
H9 -0.63 -2.88 -2.59
H10 -2.44 -1.28 -4.38
H11 -1.54 1.67 -2.62
H12 -1.98 1.03 -4.20
H13 0.65 1.01 -3.11
C12 1.00 0.16 -0.71
H14 0.35 0.99 -0.98
C13 2.47 0.52 -0.95
C14 2.90 1.16 0.37
O2 3.88 1.85 0.55
N3 2.00 0.81 1.31
C15 2.12 1.19 2.69
H15 2.97 1.88 2.71
C16 0.85 1.89 3.23
H16 0.19 2.20 2.42
C17 0.20 0.88 4.18
C18 1.41 0.19 4.81
H17 1.15 -0.75 5.29
C19 2.36 -0.01 3.63
H18 3.40 -0.08 3.94
H19 2.11 -0.93 3.10
H20 1.86 0.84 5.55
H21 -0.44 1.36 4.91
H22 -0.39 0.16 3.61
H23 1.14 2.78 3.78
C20 0.95 -0.05 0.81
H24 -0.02 0.22 1.22
H25 1.15 -1.11 1.03
H26 2.64 1.20 -1.78
H27 3.08 -0.37 -1.11

---

<two>
Below is the molecule C20H27N3O2, with properties calculated with ωB97M-V/def2-TZVPD.

spin multiplicity	1
net charge	0
structure (SMILES)	[H]/N=c1\n(CCCCCCC)c2ccccc2n1C[C@@H](O)c1ccco1
HOMO	-0.283	hartree
lowest unoccupied orbital energy	0.7	eV

CARTESIAN COORDINATES (ANGSTROEM)
C1 -6.82 -0.56 -1.27
C2 -5.90 0.52 -0.70
C3 -4.58 -0.07 -0.20
C4 -3.65 1.01 0.37
C5 -2.33 0.42 0.85
C6 -1.41 1.49 1.42
H1 -1.23 2.26 0.65
H2 -1.88 1.98 2.27
C7 -0.06 0.92 1.87
N1 0.71 0.41 0.76
C8 0.82 -0.92 0.38
C9 0.29 -2.07 0.92
C10 0.62 -3.27 0.30
C11 1.44 -3.31 -0.81
C12 1.97 -2.15 -1.36
C13 1.65 -0.95 -0.75
N2 2.00 0.35 -1.05
C14 1.47 1.18 -0.10
N3 1.70 2.44 -0.09
H3 1.23 2.95 0.65
C15 2.94 0.78 -2.05
H4 2.50 1.61 -2.61
H5 3.12 -0.06 -2.72
C16 4.27 1.27 -1.42
C17 4.56 0.42 -0.22
C18 4.51 0.70 1.12
C19 4.79 -0.52 1.78
C20 4.98 -1.44 0.81
O1 4.85 -0.88 -0.41
H6 5.21 -2.49 0.84
H7 4.84 -0.68 2.84
H8 4.32 1.66 1.56
O2 4.23 2.63 -1.12
H9 3.36 2.81 -0.68
H10 5.08 1.15 -2.16
H11 2.62 -2.20 -2.22
H12 1.68 -4.26 -1.27
H13 0.22 -4.19 0.70
H14 -0.35 -2.05 1.78
H15 -0.21 0.11 2.58
H16 0.53 1.71 2.36
H17 -2.53 -0.33 1.62
H18 -1.84 -0.09 0.02
H19 -4.15 1.51 1.20
H20 -3.45 1.76 -0.41
H21 -4.78 -0.81 0.57
H22 -4.08 -0.58 -1.03
H23 -6.40 1.03 0.12
H24 -5.69 1.26 -1.47
H25 -7.05 -1.30 -0.51
H26 -6.34 -1.06 -2.11
H27 -7.75 -0.12 -1.62

---

Relative energies with respect to the most stable structure, expressed in kJ/mol: <one> 0.0; <two> 62.3.

---

<one>
Below is the molecule C8H5NO3, with properties calculated with ωB97M-V/def2-TZVPD.

spin multiplicity	1
net charge	0
structure (SMILES)	O=c1cc(O)c2ccncc2o1
HOMO	-0.355	hartree
lowest unoccupied orbital energy	-0.8	eV

CARTESIAN COORDINATES (ANGSTROEM)
C1 0.42 -1.46 0.15
C2 1.39 -1.45 1.15
C3 1.78 -0.19 1.77
C4 0.27 0.99 0.23
C5 -0.26 2.15 -0.19
C6 -1.84 1.14 -1.39
C7 -1.09 -0.10 -1.24
C8 -0.08 -0.19 -0.35
H1 -0.69 -2.67 -0.87
H2 1.44 -2.31 1.78
H3 -0.01 3.14 0.17
H4 -2.64 1.20 -2.06
H5 -1.43 -1.03 -1.65
N1 -1.40 2.32 -0.93
O1 0.25 -2.60 -0.51
O2 2.57 0.04 2.67
O3 1.32 1.02 1.26

---

<two>
Below is the molecule C8H5NO3, with properties calculated with ωB97M-V/def2-TZVPD.

spin multiplicity	1
net charge	0
structure (SMILES)	O=c1[nH]c2ccccc2oc1=O
HOMO	-0.336	hartree
lowest unoccupied orbital energy	-0.1	eV

CARTESIAN COORDINATES (ANGSTROEM)
C1 -2.50 0.58 -0.09
C2 -0.16 0.55 -0.02
C3 1.07 1.29 0.10
C4 2.35 0.61 0.09
C5 2.47 -0.80 0.05
C6 1.27 -1.52 -0.10
C7 0.03 -0.84 -0.16
C8 -2.39 -1.04 0.01
H1 -1.27 2.20 -0.10
H2 0.87 2.43 0.00
H3 3.19 1.25 0.19
H4 3.38 -1.32 -0.02
H5 1.34 -2.60 -0.12
N1 -1.29 1.16 0.13
O1 -3.65 1.16 -0.15
O2 -1.16 -1.57 -0.09
O3 -3.54 -1.54 0.27

---

Relative energies with respect to the most stable structure, expressed in kJ/mol: <one> 0.0; <two> 8.9.

---

<one>
Below is the molecule C6H6O2, with properties calculated with ωB97M-V/def2-TZVPD.

spin multiplicity	1
net charge	0
structure (SMILES)	CC1=C=COC=C1O
HOMO	-0.302	hartree
lowest unoccupied orbital energy	-0.5	eV

CARTESIAN COORDINATES (ANGSTROEM)
C1 2.63 0.44 -0.03
C2 1.55 1.34 0.08
C3 1.41 -1.76 -0.06
C4 0.26 0.33 0.11
C5 0.16 -1.27 -0.03
C6 -1.02 1.10 -0.06
O1 2.49 -0.92 -0.03
O2 -0.97 -1.92 -0.02
H1 3.67 0.83 -0.15
H2 1.79 -2.78 0.23
H3 -1.51 1.52 0.77
H4 -1.72 0.43 -0.58
H5 -0.63 1.85 -0.66
H6 -1.73 -1.34 0.10

---

<two>
Below is the molecule C6H6O2, with properties calculated with ωB97M-V/def2-TZVPD.

spin multiplicity	1
net charge	0
structure (SMILES)	C=C=C(O)[C@@H]1CC1=O
HOMO	-0.315	hartree
lowest unoccupied orbital energy	0.4	eV

CARTESIAN COORDINATES (ANGSTROEM)
C1 -1.40 1.09 0.46
C2 -0.03 -1.01 -0.15
C3 -0.03 1.15 0.96
C4 0.92 -0.32 -0.78
C5 -0.71 -0.25 0.90
C6 2.02 0.01 -1.40
O1 -0.44 -2.26 -0.52
O2 0.76 1.82 1.54
H1 -1.23 -2.49 -0.01
H2 -2.17 1.47 1.12
H3 -1.60 1.22 -0.59
H4 -1.09 -0.77 1.77
H5 2.97 -0.46 -1.16
H6 2.04 0.79 -2.14

---

Relative energies with respect to the most stable structure, expressed in kJ/mol: <one> 159.0; <two> 0.0.

---

<one>
Below is an isolated ion of composition C6H12N3O2S and charge +1, with properties calculated with ωB97M-V/def2-TZVPD.

spin multiplicity	1
net charge	+1
HOMO	-0.459	hartree
lowest unoccupied orbital energy	-3.6	eV

CARTESIAN COORDINATES (ANGSTROEM)
C1 1.08 0.94 2.08
C2 0.47 2.20 2.23
C3 1.10 0.17 0.89
C4 -0.32 -2.11 -1.23
C5 -2.00 -2.16 -3.14
C6 -0.69 -2.74 -2.56
N1 0.51 0.58 -0.22
N2 0.12 2.60 3.45
N3 0.34 3.23 1.23
O1 1.92 -0.90 0.88
O2 -0.62 -2.50 -0.14
S1 0.55 -0.47 -1.65
H1 1.63 0.40 2.82
H2 -2.06 -2.43 -4.27
H3 -2.90 -2.70 -2.65
H4 -2.07 -1.04 -2.83
H5 0.10 -2.56 -3.27
H6 -0.83 -3.82 -2.50
H7 -0.16 1.36 -0.20
H8 0.06 1.85 4.16
H9 -0.10 3.59 3.59
H10 0.22 4.19 1.53
H11 0.95 3.30 0.41
H12 2.70 -0.98 1.41

---

<two>
Below is an isolated ion of composition C6H12N3O2S and charge +1, with properties calculated with ωB97M-V/def2-TZVPD.

spin multiplicity	1
net charge	+1
HOMO	-0.476	hartree
lowest unoccupied orbital energy	-3.9	eV

CARTESIAN COORDINATES (ANGSTROEM)
C1 2.71 0.73 0.15
C2 3.27 -0.52 -0.03
C3 1.38 1.11 0.00
C4 -1.04 0.59 -0.26
C5 -4.56 -0.35 0.79
C6 -3.79 0.02 -0.45
N1 0.29 0.27 -0.19
N2 4.53 -0.67 0.32
N3 2.84 -1.53 -0.83
O1 1.05 2.38 0.36
O2 -1.47 1.69 -0.29
S1 -2.04 -0.80 -0.35
H1 3.37 1.55 0.43
H2 -4.76 -1.42 0.71
H3 -4.13 0.06 1.63
H4 -5.55 -0.07 0.84
H5 -3.46 1.07 -0.50
H6 -4.24 -0.31 -1.47
H7 0.43 -0.75 -0.03
H8 4.92 -0.10 1.03
H9 4.96 -1.52 0.07
H10 3.29 -2.41 -0.88
H11 1.87 -1.63 -1.08
H12 0.13 2.62 0.05

---

Relative energies with respect to the most stable structure, expressed in kJ/mol: <one> 103.3; <two> 0.0.

---

<one>
Below is C44H44Cl3GeN3OsTe as an isolated structure, with properties calculated with ωB97M-V/def2-TZVPD.

spin multiplicity	2
net charge	+1
HOMO (alpha / beta)	-0.383 / -0.385	hartree
lowest unoccupied orbital energy (alpha / beta)	-3.7 / -4.5	eV

CARTESIAN COORDINATES (ANGSTROEM)
Os1 0.52 -1.04 -0.15
C1 1.22 5.49 -2.52
C2 2.16 5.34 -1.37
C3 3.07 6.33 -1.04
C4 3.95 6.16 0.03
C5 3.91 5.01 0.80
C6 2.99 4.02 0.49
C7 2.14 4.17 -0.60
N1 1.21 3.16 -0.92
C8 1.43 1.82 -0.96
N2 2.72 1.43 -0.86
C9 3.30 0.15 -0.81
C10 2.56 -1.01 -0.48
C11 3.29 -2.20 -0.39
C12 4.65 -2.26 -0.61
C13 5.34 -1.11 -0.95
C14 4.68 0.10 -1.06
C15 5.45 1.33 -1.45
N3 0.45 0.98 -1.16
C16 -0.87 1.49 -1.25
C17 -1.49 1.50 -2.50
C18 -2.82 1.88 -2.62
C19 -3.54 2.22 -1.49
C20 -2.92 2.23 -0.25
C21 -1.59 1.87 -0.11
C22 -0.93 1.89 1.24
H1 1.47 6.36 -3.11
H2 0.19 5.61 -2.17
H3 1.25 4.62 -3.16
H4 3.11 7.23 -1.62
H5 4.66 6.93 0.26
H6 4.58 4.88 1.63
H7 2.92 3.14 1.12
H8 0.30 3.47 -1.26
H9 3.39 2.19 -0.86
H10 2.78 -3.11 -0.10
H11 5.18 -3.19 -0.52
H12 6.40 -1.15 -1.14
H13 6.47 1.05 -1.71
H14 5.52 2.04 -0.62
H15 5.02 1.83 -2.31
H16 -0.91 1.23 -3.38
H17 -3.29 1.89 -3.59
H18 -4.58 2.48 -1.57
H19 -3.48 2.52 0.62
H20 -1.67 1.97 2.03
H21 -0.24 2.73 1.32
H22 -0.36 0.96 1.40
C23 2.18 -0.07 2.81
C24 1.37 -1.36 3.00
C25 2.37 -2.54 3.16
C26 0.45 -1.60 1.85
C27 0.46 -1.31 4.24
C28 -0.29 -2.44 4.57
C29 -1.09 -2.46 5.69
C30 -1.18 -1.35 6.51
C31 -0.44 -0.22 6.20
C32 0.37 -0.20 5.07
H23 2.74 -0.15 1.89
H24 2.88 0.05 3.63
H25 1.54 0.80 2.75
H26 3.12 -2.48 2.38
H27 1.87 -3.50 3.09
H28 2.86 -2.47 4.13
H29 -0.13 -2.52 1.99
H30 -0.23 -3.32 3.96
H31 -1.65 -3.36 5.94
H32 -1.82 -1.36 7.38
H33 -0.49 0.65 6.84
H34 0.95 0.69 4.88
Te1 -2.18 -1.44 -1.04
C33 -4.27 -1.43 -0.62
C34 -4.81 -2.06 0.48
C35 -6.19 -2.12 0.61
C36 -7.01 -1.54 -0.35
C37 -6.45 -0.88 -1.43
C38 -5.08 -0.82 -1.57
C39 -2.39 -2.67 -2.75
C40 -1.41 -2.61 -3.74
C41 -1.51 -3.41 -4.86
C42 -2.60 -4.27 -5.00
C43 -3.57 -4.33 -4.01
C44 -3.47 -3.52 -2.89
H35 -4.18 -2.52 1.22
H36 -6.62 -2.64 1.45
H37 -8.08 -1.61 -0.26
H38 -7.09 -0.43 -2.18
H39 -4.63 -0.32 -2.42
H40 -0.56 -1.95 -3.62
H41 -0.75 -3.38 -5.62
H42 -2.69 -4.89 -5.87
H43 -4.40 -5.01 -4.10
H44 -4.23 -3.59 -2.11
Cl1 -2.09 -3.88 0.32
Ge1 0.21 -4.01 -0.70
Cl2 1.01 -5.23 0.92
Cl3 -0.41 -5.57 -2.12

---

<two>
Below is C44H44Cl3GeN3OsTe as an isolated structure, with properties calculated with ωB97M-V/def2-TZVPD.

spin multiplicity	2
net charge	+1
HOMO (alpha / beta)	-0.380 / -0.398	hartree
lowest unoccupied orbital energy (alpha / beta)	-3.8 / -4.2	eV

CARTESIAN COORDINATES (ANGSTROEM)
Os1 0.24 -0.05 0.23
C1 -4.87 -0.72 -1.31
C2 -4.78 -1.33 -2.69
C3 -5.84 -2.08 -3.18
C4 -5.82 -2.62 -4.46
C5 -4.72 -2.40 -5.29
C6 -3.65 -1.68 -4.81
C7 -3.67 -1.16 -3.52
N1 -2.53 -0.42 -3.07
C8 -1.78 -0.74 -1.99
N2 -2.04 -1.93 -1.46
C9 -1.66 -2.46 -0.22
C10 -0.93 -1.71 0.67
C11 -0.62 -2.31 1.90
C12 -1.04 -3.59 2.21
C13 -1.76 -4.32 1.28
C14 -2.07 -3.78 0.05
C15 -2.78 -4.60 -1.00
N3 -0.82 0.08 -1.55
C16 -0.73 1.31 -2.30
C17 -1.38 2.44 -1.82
C18 -1.37 3.62 -2.55
C19 -0.70 3.67 -3.76
C20 -0.02 2.55 -4.22
C21 -0.02 1.35 -3.51
C22 0.70 0.14 -4.03
H1 -5.88 -0.36 -1.14
H2 -4.19 0.13 -1.20
H3 -4.64 -1.45 -0.53
H4 -6.71 -2.23 -2.56
H5 -6.66 -3.20 -4.82
H6 -4.70 -2.80 -6.29
H7 -2.78 -1.50 -5.43
H8 -2.22 0.36 -3.63
H9 -2.68 -2.50 -2.00
H10 -0.02 -1.78 2.62
H11 -0.77 -4.03 3.17
H12 -2.08 -5.33 1.51
H13 -2.92 -5.61 -0.64
H14 -2.20 -4.66 -1.92
H15 -3.78 -4.20 -1.24
H16 -1.91 2.38 -0.88
H17 -1.89 4.49 -2.17
H18 -0.69 4.58 -4.34
H19 0.52 2.60 -5.16
H20 1.37 0.41 -4.84
H21 0.00 -0.61 -4.41
H22 1.28 -0.34 -3.24
C23 -0.07 2.95 2.97
C24 -0.49 1.47 2.95
C25 0.60 0.66 3.68
C26 -0.67 1.08 1.52
C27 -1.83 1.27 3.66
C28 -2.47 0.04 3.56
C29 -3.65 -0.22 4.24
C30 -4.22 0.77 5.03
C31 -3.61 2.01 5.12
C32 -2.43 2.26 4.44
H23 0.88 3.08 2.46
H24 0.05 3.28 4.00
H25 -0.80 3.59 2.47
H26 1.49 0.53 3.05
H27 0.23 -0.32 3.98
H28 0.90 1.18 4.58
H29 -1.54 1.58 1.08
H30 -2.04 -0.74 2.94
H31 -4.13 -1.19 4.14
H32 -5.14 0.57 5.58
H33 -4.05 2.78 5.74
H34 -1.99 3.24 4.54
Te1 2.12 1.97 0.42
C33 1.73 3.99 -0.12
C34 1.46 4.32 -1.44
C35 1.48 5.65 -1.83
C36 1.77 6.65 -0.91
C37 2.03 6.31 0.41
C38 2.01 4.98 0.81
C39 3.68 1.89 -1.01
C40 4.97 1.98 -0.52
C41 6.04 2.02 -1.40
C42 5.81 1.94 -2.77
C43 4.52 1.84 -3.25
C44 3.45 1.81 -2.38
H35 1.25 3.55 -2.16
H36 1.28 5.91 -2.87
H37 1.82 7.68 -1.22
H38 2.28 7.08 1.13
H39 2.22 4.73 1.84
H40 5.14 2.03 0.55
H41 7.05 2.11 -1.02
H42 6.65 1.96 -3.46
H43 4.34 1.77 -4.32
H44 2.44 1.72 -2.77
Cl1 3.61 -0.87 1.14
Ge1 2.13 -1.62 -0.34
Cl2 2.07 -3.70 0.18
Cl3 3.28 -1.59 -2.17

---

Relative energies with respect to the most stable structure, expressed in kJ/mol: <one> 234.1; <two> 0.0.

---

<one>
Below is C3H5N3O2S as an isolated structure, with properties calculated with ωB97M-V/def2-TZVPD.

spin multiplicity	1
net charge	0
HOMO (alpha / beta)	-0.307 / -0.307	hartree
lowest unoccupied orbital energy (alpha / beta)	0.2 / 0.2	eV

CARTESIAN COORDINATES (ANGSTROEM)
C1 1.36 0.37 0.18
C2 -0.93 0.41 -0.04
C3 0.12 -1.77 0.09
N1 1.13 1.67 0.17
N2 -0.19 2.12 0.06
N3 0.15 -0.35 0.10
O1 2.42 -0.23 0.26
O2 -3.00 -0.98 0.30
S1 -2.58 0.41 0.00
H1 1.03 -2.20 0.55
H2 -0.91 -2.14 0.39
H3 0.05 -2.27 -1.04
H4 1.77 2.21 -0.33
H5 -0.41 2.76 -0.70

---

<two>
Below is a 2-piece molecular cluster, C3H5N3O2S overall, with properties calculated with ωB97M-V/def2-TZVPD.

spin multiplicity	1
net charge	0
HOMO	-0.344	hartree
lowest unoccupied orbital energy	-0.5	eV

CARTESIAN COORDINATES (ANGSTROEM)
C1 -1.06 1.04 -0.79
C2 0.77 0.59 -1.88
C3 -2.45 1.00 -0.19
N1 -0.28 2.03 -0.55
N2 0.79 1.79 -1.28
N3 1.51 -2.43 1.72
O1 3.67 -3.76 2.04
O2 -0.48 0.17 -1.62
S1 2.97 -2.72 1.35
H1 -2.72 1.95 0.06
H2 -3.18 0.55 -0.81
H3 -2.28 0.38 0.77
H4 1.62 2.45 -1.38
H5 1.13 -3.04 2.56

---

Relative energies with respect to the most stable structure, expressed in kJ/mol: <one> 53.4; <two> 0.0.

---

<one>
Below is a 2-piece molecular cluster, C5H9O3 overall, with properties calculated with ωB97M-V/def2-TZVPD.

spin multiplicity	1
net charge	-1
HOMO	-0.160	hartree
lowest unoccupied orbital energy	4.0	eV

CARTESIAN COORDINATES (ANGSTROEM)
C1 -0.27 -0.57 2.46
C2 -0.58 0.88 2.21
C3 -0.66 1.38 0.98
O1 -1.00 2.70 0.76
H1 -1.15 -1.13 2.78
H2 0.12 -1.01 1.54
H3 0.54 -0.69 3.18
H4 -0.75 1.60 3.01
H5 -0.56 0.81 0.06
H6 -1.19 2.78 -0.18
O2 -0.48 0.29 -2.04
C4 0.33 -0.63 -1.76
O3 0.53 -1.10 -0.61
C5 1.15 -1.22 -2.91
H7 2.18 -1.34 -2.59
H8 0.73 -2.20 -3.14
H9 1.05 -0.56 -3.76

---

<two>
Below is a 2-piece molecular cluster, C5H9O3 overall, with properties calculated with ωB97M-V/def2-TZVPD.

spin multiplicity	1
net charge	-1
HOMO	-0.171	hartree
lowest unoccupied orbital energy	3.6	eV

CARTESIAN COORDINATES (ANGSTROEM)
O1 -0.73 1.99 1.70
C1 -0.82 1.01 0.92
O2 -1.80 0.72 0.18
C2 0.40 0.07 0.85
C3 0.61 -0.50 -0.55
C4 1.22 -1.87 -0.59
C5 1.94 -2.37 -1.59
H1 0.25 -0.70 1.60
H2 1.30 0.61 1.17
H3 1.18 0.21 -1.15
H4 -0.32 -0.50 -1.11
H5 0.96 -2.49 0.26
H6 2.14 -1.91 -2.54
H7 2.26 -3.41 -1.52
H8 -2.50 3.27 1.42
H9 -2.94 2.53 0.24
O3 -3.16 3.35 0.71

---

<three>
Below is a 2-piece molecular cluster, C5H9O3 overall, with properties calculated with ωB97M-V/def2-TZVPD.

spin multiplicity	1
net charge	-1
HOMO	-0.170	hartree
lowest unoccupied orbital energy	4.2	eV

CARTESIAN COORDINATES (ANGSTROEM)
O1 0.51 1.63 0.45
C1 1.11 0.81 1.16
O2 0.68 -0.32 1.55
C2 2.54 1.18 1.61
H1 2.93 0.40 2.27
H2 3.16 1.20 0.72
H3 2.57 2.16 2.08
C3 -1.07 -0.76 -2.41
C4 -1.11 -0.97 -1.10
O3 -0.16 -1.74 -0.50
C5 -2.16 -0.38 -0.21
H4 -1.74 -0.09 -2.92
H5 -0.24 -1.17 -2.98
H6 0.20 -1.23 0.29
H7 -2.97 -0.03 -0.83
H8 -2.52 -1.14 0.49
H9 -1.72 0.45 0.34

---

Relative energies with respect to the most stable structure, expressed in kJ/mol: <one> 50.3; <two> 6.4; <three> 0.0.